DFT (ωB97M-V/def2-TZVPD) results for C30H37BrFN3OScSi2 as an isolated structure.

Output
relative energy (zero: lowest compared OMol25 entry of this formula, charge and spin): 0.0 kcal/mol
largest force on an atom: 0.46 eV Å⁻¹
multiplicity: 1
total charge: +1
LUMO level: -3.0 eV
HOMO energy: -10.475 eV

Each line ends with the Löwdin charge.
Element x y z (Å)
Sc (0.094, -0.113, -0.175)  1.04
C (-2.748, 3.606, -0.456)  -0.17
Si (-2.817, 1.856, 0.267)  0.43
C (-3.601, 0.720, -1.001)  -0.17
C (-3.896, 1.787, 1.799)  -0.16
N (-1.198, 1.271, 0.655)  -0.16
C (-0.565, 1.818, 1.781)  -0.31
C (-0.816, 3.087, 2.332)  -0.04
C (-0.191, 3.505, 3.494)  -0.07
C (0.712, 2.691, 4.163)  -0.07
C (0.996, 1.434, 3.656)  0.00
C (0.365, 1.050, 2.491)  -0.21
O (0.575, -0.240, 1.945)  -0.15
C (0.758, -1.298, 2.866)  -0.28
C (-0.273, -1.602, 3.740)  0.00
C (-0.095, -2.656, 4.619)  -0.05
C (1.093, -3.380, 4.612)  -0.07
C (2.112, -3.044, 3.737)  -0.05
C (1.954, -1.982, 2.854)  -0.03
H (-3.133, 3.616, -1.478)  0.03
H (-1.731, 4.004, -0.479)  0.01
H (-3.354, 4.310, 0.117)  0.04
H (-4.671, 0.948, -0.993)  0.04
H (-3.504, -0.339, -0.755)  0.03
H (-3.248, 0.873, -2.019)  0.02
H (-4.790, 2.402, 1.672)  0.04
H (-3.400, 2.115, 2.712)  0.03
H (-4.231, 0.759, 1.957)  0.04
H (-1.517, 3.753, 1.849)  0.09
H (-0.424, 4.485, 3.889)  0.11
H (1.191, 3.029, 5.071)  0.11
H (1.685, 0.765, 4.153)  0.13
H (-1.185, -1.020, 3.720)  0.14
H (-0.886, -2.919, 5.308)  0.12
H (1.222, -4.204, 5.301)  0.11
H (3.038, -3.603, 3.742)  0.12
H (2.745, -1.685, 2.181)  0.07
C (0.961, 4.800, -2.874)  -0.02
C (1.631, 3.620, -2.239)  -0.22
C (3.014, 3.525, -2.107)  0.02
C (3.592, 2.433, -1.483)  -0.06
C (2.742, 1.455, -1.005)  -0.69
Br (3.408, -0.065, -0.108)  0.91
N (1.421, 1.504, -1.127)  -0.04
C (0.879, 2.571, -1.732)  -0.05
H (1.654, 5.353, -3.505)  0.09
H (0.583, 5.483, -2.112)  0.10
H (0.117, 4.487, -3.488)  0.09
H (3.648, 4.313, -2.493)  0.13
H (4.661, 2.341, -1.368)  0.12
H (-0.200, 2.575, -1.801)  0.11
C (2.072, -4.098, -0.186)  -0.16
Si (0.330, -3.544, -0.612)  0.43
C (-0.741, -3.539, 0.940)  -0.14
C (-0.446, -4.733, -1.842)  -0.16
N (0.338, -1.895, -1.229)  -0.17
C (0.341, -1.672, -2.613)  -0.32
C (0.913, -2.460, -3.619)  -0.03
C (0.736, -2.142, -4.960)  -0.07
C (-0.005, -1.037, -5.362)  -0.08
C (-0.565, -0.204, -4.399)  0.00
C (-0.328, -0.554, -3.100)  -0.19
F (-0.869, 0.250, -2.069)  -0.07
H (2.059, -5.090, 0.271)  0.04
H (2.542, -3.418, 0.525)  0.00
H (2.710, -4.149, -1.070)  0.03
H (-0.187, -3.771, 1.849)  0.02
H (-1.520, -4.296, 0.828)  0.04
H (-1.271, -2.596, 1.114)  0.02
H (-0.865, -5.569, -1.278)  0.04
H (0.250, -5.153, -2.567)  0.03
H (-1.265, -4.268, -2.394)  0.04
H (1.493, -3.333, -3.351)  0.10
H (1.184, -2.782, -5.708)  0.11
H (-0.143, -0.818, -6.411)  0.11
H (-1.141, 0.677, -4.644)  0.13